A) {"formula": "C2H16N2O4", "method": "wB97M-V/def2-TZVPD", "elements": ["N", "C", "C", "N", "H", "H", "H", "H", "H", "H", "H", "H", "O", "H", "H", "O", "H", "H", "O", "H", "H", "O", "H", "H"], "xyz": [[1.89774, -0.08802, -0.31240], [1.61876, 0.68179, 0.90979], [0.89606, 2.05747, 0.72074], [-0.31405, 2.12459, 1.54787], [1.53016, -1.03028, -0.22799], [2.89986, -0.07936, -0.43339], [2.44404, 0.73667, 1.61678], [0.94222, 0.08775, 1.54663], [1.53963, 2.86938, 1.11714], [0.74406, 2.14188, -0.35280], [-0.90737, 2.76678, 1.01623], [-0.91283, 1.30382, 1.46607], [0.73493, -3.04006, 0.71136], [-0.23858, -2.89454, 0.66227], [0.86371, -3.69075, -0.01161], [-1.81822, -2.44692, 0.02926], [-2.33592, -3.05979, -0.48581], [-2.04310, -1.49525, -0.12317], [-2.52328, 0.17406, -0.49472], [-1.82361, 0.46002, -1.12075], [-3.38862, 0.52400, -0.71965], [-0.32110, 0.79007, -2.30505], [0.11903, 0.49463, -3.11293], [0.39649, 0.61206, -1.64385]], "e_homo_ev": -9.4, "orbital_gap_ev": 9.91, "smiles": "NCCN.O.O.O.O", "e_lumo_ev": 0.55}

B) {"formula": "C2H16N2O4", "method": "wB97M-V/def2-TZVPD", "elements": ["C", "N", "C", "N", "H", "H", "H", "H", "H", "H", "H", "H", "O", "H", "H", "O", "H", "H", "O", "H", "H", "O", "H", "H"], "xyz": [[-0.81659, 0.84637, 1.33940], [-0.42946, 1.37449, -0.00450], [-0.54586, 0.34019, -1.00036], [0.72666, -0.34229, -1.23892], [-0.46873, 1.51687, 2.11906], [-1.86551, 0.55210, 1.35906], [-0.25655, -0.06189, 1.39510], [-1.01444, 2.18731, -0.16427], [-0.76453, 0.85366, -1.93269], [-1.30596, -0.41124, -0.79384], [1.34715, 0.22642, -1.79179], [1.11755, -0.72357, -0.38734], [2.59673, 1.80836, 1.56333], [2.09247, 1.48531, 0.81132], [2.44356, 2.73645, 1.73409], [3.99392, -0.73795, 1.87113], [4.83106, -0.58602, 2.31033], [3.40081, 0.00527, 2.04380], [-4.05930, -0.91820, -0.35845], [-4.27378, -1.13272, -1.27538], [-4.22819, -1.77029, 0.05643], [-1.17379, -2.63362, -2.44746], [-0.51817, -2.18973, -1.88571], [-0.82907, -2.42526, -3.32236]], "e_homo_ev": -9.3, "orbital_gap_ev": 10.00, "smiles": "CNCN.O.O.O.O", "e_lumo_ev": 0.70}

C) {"formula": "C2H16N2O4", "method": "wB97M-V/def2-TZVPD", "elements": ["N", "C", "C", "N", "H", "H", "H", "H", "H", "H", "H", "H", "O", "H", "H", "O", "H", "H", "O", "H", "H", "O", "H", "H"], "xyz": [[0.22223, 1.63214, -0.47299], [0.97778, 1.16307, -1.69867], [1.35142, -0.31027, -1.42524], [0.19266, -1.20360, -1.33276], [0.38012, 2.67262, -0.50699], [0.62263, 0.95498, 0.35742], [1.81091, 1.79203, -1.88573], [0.15227, 1.35693, -2.56983], [1.97181, -0.70554, -2.18222], [1.90172, -0.33079, -0.50327], [0.11103, -1.71270, -2.20934], [-0.67376, -0.66263, -1.21809], [-2.27211, 0.33463, -0.11273], [-1.30931, 0.66442, 0.11925], [-2.65802, 1.14058, -0.58154], [-1.93474, 0.19086, 2.61292], [-2.43406, 0.50298, 1.74236], [-2.21532, 0.88805, 3.25194], [0.93651, -2.60431, 1.07422], [0.60950, -2.51384, 0.10990], [0.30093, -3.30908, 1.26651], [0.88168, 0.32210, 2.02158], [1.07042, -0.60127, 1.79911], [0.00370, 0.33862, 2.34417]], "e_homo_ev": -9.3, "orbital_gap_ev": 10.00, "smiles": "NCCN.O.O.O.O", "e_lumo_ev": 0.71}

Computed energies relative to the best structure, in eV: A) 0.000; B) 0.447; C) 0.824

A) {"formula": "C4H3N3", "method": "wB97M-V/def2-TZVPD", "elements": ["N", "C", "C", "N", "C", "C", "N", "H", "H", "H"], "xyz": [[3.39731, -0.76116, 0.30836], [2.26770, -0.50530, 0.22539], [0.86363, -0.20553, 0.13151], [0.42038, 0.99604, -0.05328], [-1.01177, 0.79733, -0.14083], [-1.22168, -0.62633, 0.08330], [-0.08489, -1.22768, 0.25382], [-1.63406, 1.57288, 0.28120], [-0.82346, 1.10815, -1.19661], [-2.17315, -1.14840, 0.10714]], "e_homo_ev": -10.9, "orbital_gap_ev": 10.63, "smiles": "N#CC1=NCC=N1", "e_lumo_ev": -0.29}

B) {"formula": "C4H3N3", "method": "wB97M-V/def2-TZVPD", "elements": ["C", "C", "C", "C", "N", "N", "N", "H", "H", "H"], "xyz": [[2.55333, -0.07780, -0.11809], [1.36507, -0.11844, 0.07193], [-0.05027, -0.01007, 0.12598], [-0.85082, 1.07218, -0.15683], [-2.14578, 0.67326, -0.15097], [-2.19605, -0.59221, 0.12694], [-0.94434, -1.01688, 0.29928], [3.59153, -0.02945, -0.36046], [-0.54072, 2.08449, -0.37009], [-0.78196, -1.98507, 0.53231]], "e_homo_ev": -9.5, "orbital_gap_ev": 10.29, "smiles": "C#Cc1cnn[nH]1", "e_lumo_ev": 0.78}

Computed energies relative to the best structure, in eV: A) 0.000; B) 1.016

A) {"formula": "C4H3N3", "method": "wB97M-V/def2-TZVPD", "elements": ["C", "C", "C", "C", "N", "N", "N", "H", "H", "H"], "xyz": [[1.23734, -0.05969, 0.10543], [0.53415, 1.17466, -0.04142], [0.42734, -1.12701, -0.12582], [-0.90605, 0.70987, -0.46943], [-2.08372, 0.74762, 0.24473], [-2.13205, -0.48892, 0.39739], [-0.87388, -0.72028, -0.39758], [2.32593, -0.21699, 0.29240], [0.89756, 2.12064, 0.17647], [0.57337, -2.13990, -0.18217]], "e_homo_ev": [-9.0, -9.0], "orbital_gap_ev": [8.07, 8.07], "e_lumo_ev": [-0.90, -0.90]}

B) {"formula": "C4H3N3", "method": "wB97M-V/def2-TZVPD", "elements": ["N", "C", "C", "C", "N", "N", "C", "H", "H", "H"], "xyz": [[2.91775, 0.30299, -0.49107], [1.85468, 0.12064, -0.32678], [0.33158, -0.06670, -0.01610], [-0.44359, -0.88859, 0.88156], [-1.72597, -0.39128, 0.88561], [-1.75046, 0.29823, -0.19535], [-0.57534, 0.54964, -0.70673], [-0.09622, -1.57317, 1.53345], [-2.58309, 0.69666, -0.28453], [-0.41400, 1.11701, -1.63500]], "e_homo_ev": -10.2, "orbital_gap_ev": 10.87, "smiles": "N#Cc1cn[nH]c1", "e_lumo_ev": 0.70}

C) {"formula": "C4H3N3", "method": "wB97M-V/def2-TZVPD", "elements": ["C", "C", "C", "C", "H", "H", "H", "N", "N", "N"], "xyz": [[2.82116, -0.30094, -0.02880], [1.58174, -0.14739, -0.08393], [0.09985, -0.18667, 0.18966], [-0.82428, 0.87314, 0.05941], [3.93509, -0.18503, -0.21078], [-0.90052, 1.99550, 0.22854], [-2.86367, 0.38679, -0.17139], [-1.80017, 0.13188, -0.04317], [-1.65266, -1.18355, -0.17690], [-0.39653, -1.38372, 0.23738]], "e_homo_ev": -9.0, "orbital_gap_ev": 9.51, "e_lumo_ev": 0.53}

D) {"formula": "C4H3N3", "method": "wB97M-V/def2-TZVPD", "elements": ["C", "C", "C", "N", "C", "N", "N", "H", "H", "H"], "xyz": [[2.06040, 0.05841, -2.03518], [1.20911, 0.18143, -1.17942], [0.16045, 0.09553, -0.21052], [-0.10453, 1.07379, 0.70504], [-1.07331, 0.54303, 1.41855], [-1.27535, -0.70680, 1.01299], [-0.52683, -1.05000, -0.09714], [2.71333, 0.20531, -2.82466], [-1.58970, 0.82040, 2.32358], [-1.91651, -1.51512, 1.19422]], "e_homo_ev": -9.5, "orbital_gap_ev": 10.34, "smiles": "C#Cc1nc[nH]n1", "e_lumo_ev": 0.83}

Computed energies relative to the best structure, in eV: A) 2.957; B) 0.000; C) 2.614; D) 0.054

A) {"formula": "C3H5N4", "method": "wB97M-V/def2-TZVPD", "elements": ["C", "C", "C", "N", "N", "N", "N", "H", "H", "H", "H", "H"], "xyz": [[-1.44880, 1.94928, 0.29530], [1.29983, -0.52653, 0.17949], [-0.07053, -1.11481, 0.37797], [-1.45159, 0.83192, 0.00315], [3.11207, 1.00920, 0.02795], [-1.37647, -0.39678, -0.15725], [2.08924, 0.34831, -0.01895], [-1.18747, 2.81677, 0.70096], [-0.15021, -2.07330, 0.05981], [-0.03355, -0.95260, 1.40820], [3.63602, 0.96814, -0.91297], [-1.67090, -0.76335, -1.04961]], "e_homo_ev": [-12.7, -12.7], "total_charge": 1, "orbital_gap_ev": [7.49, 7.49], "e_lumo_ev": [-5.18, -5.18]}

B) {"formula": "C3H5N4", "method": "wB97M-V/def2-TZVPD", "elements": ["C", "N", "N", "N", "C", "C", "N", "H", "H", "H", "H", "H"], "xyz": [[1.00438, -0.09310, -1.02989], [0.52130, 0.82531, 0.01240], [-0.19052, 0.46352, 0.94908], [-0.38858, -0.89147, 1.23231], [-1.39643, -0.88977, 2.07344], [-2.34873, -0.83235, 3.07867], [-2.24651, 0.25326, 2.33678], [1.39337, -0.97808, -0.44899], [0.20396, -0.60215, -1.54777], [1.79172, 0.30839, -1.64468], [0.77270, 1.76245, 0.02711], [-2.72126, -1.27373, 4.01625]], "e_homo_ev": -15.3, "total_charge": 1, "orbital_gap_ev": 9.80, "smiles": "C/[NH+]=N\\N=c1\\cn1", "e_lumo_ev": -5.49}

Computed energies relative to the best structure, in eV: A) 1.585; B) 0.000

A) {"formula": "C5H7N3O2", "method": "wB97M-V/def2-TZVPD", "elements": ["C", "N", "C", "O", "C", "N", "C", "C", "N", "H", "H", "H", "H", "H", "O", "H", "H"], "xyz": [[-2.01741, -2.03647, 0.16153], [-1.13362, -0.88704, 0.16441], [-0.18074, -0.71567, -0.74271], [0.03828, -1.69076, -1.64095], [1.08796, -1.27375, -2.41025], [1.52748, -0.11452, -2.09496], [0.72518, 0.30680, -1.03225], [0.82686, 1.57051, -0.40986], [0.82559, 2.58105, 0.16618], [-2.57011, -2.10588, -0.78556], [-1.46384, -2.97523, 0.31438], [-2.73763, -1.91353, 0.97694], [-1.13529, -0.24478, 0.96813], [1.44478, -1.96952, -3.16444], [1.40658, 3.66655, 3.49190], [2.22333, 4.18957, 3.46634], [1.13259, 3.61267, 2.57118]], "e_homo_ev": -8.5, "orbital_gap_ev": 8.98, "smiles": "CNc1ocnc1C#N.O", "e_lumo_ev": 0.48}

B) {"formula": "C5H7N3O2", "method": "wB97M-V/def2-TZVPD", "elements": ["H", "N", "C", "N", "C", "C", "C", "N", "H", "H", "H", "H", "H", "H", "O", "C", "O"], "xyz": [[-3.21694, 0.30452, -0.81478], [-2.40750, -0.31354, -0.72344], [-1.62728, -0.08388, 0.33673], [-0.92572, -1.06976, 0.92925], [0.22404, -1.56765, 1.13459], [1.45232, -1.12356, 0.41520], [1.52320, 0.04049, -0.17685], [2.56033, -1.96301, 0.47479], [-1.69562, 0.87619, 0.85941], [0.37524, -2.33371, 1.79490], [2.40857, 0.35263, -0.78823], [0.68418, 0.65373, -0.43650], [2.60712, -2.83002, 0.93690], [3.36360, -1.77422, -0.15507], [-0.77323, 3.85349, -1.73748], [-1.77414, 3.59778, -1.28572], [-2.77819, 3.38053, -0.76369]], "e_homo_ev": -8.7, "orbital_gap_ev": 8.87, "smiles": "[H]/N=C/N=C\\C(=C)N.O=C=O", "e_lumo_ev": 0.20}

C) {"formula": "C5H7N3O2", "method": "wB97M-V/def2-TZVPD", "elements": ["C", "N", "C", "N", "C", "C", "O", "C", "N", "H", "H", "H", "H", "H", "O", "H", "H"], "xyz": [[-3.78328, -0.03749, -0.07344], [-2.60141, 0.78434, 0.08276], [-1.36163, 0.27520, 0.16604], [-0.22047, 0.90331, 0.19517], [0.72030, -0.10945, 0.32630], [0.09872, -1.31181, 0.21317], [-1.24400, -1.06786, 0.18243], [2.17986, 0.13793, 0.37981], [2.98994, -0.39491, -0.52551], [-4.66297, 0.61195, -0.01985], [-3.79379, -0.56866, -1.03780], [-3.85128, -0.77624, 0.73612], [-2.65991, 1.77527, -0.10019], [0.41729, -2.34061, 0.08780], [2.56079, 1.37823, 0.43284], [2.88896, -1.39933, -0.61835], [3.49889, 0.95389, -0.48299]], "e_homo_ev": -8.3, "orbital_gap_ev": 8.72, "e_lumo_ev": 0.46}

Computed energies relative to the best structure, in eV: A) 0.000; B) 0.919; C) 2.326